The following is a quantum chemistry calculation of a cluster of 11 separate species, C23H68N8O11 in total, from the OMol25 dataset.

Atoms and positions in Å:
C (3.572, -1.248, -3.005)
O (2.313, -1.652, -2.388)
H (4.187, -2.045, -3.272)
H (4.139, -0.496, -2.462)
H (3.428, -0.760, -4.008)
H (2.496, -2.257, -1.679)
C (4.325, -2.125, 0.559)
O (5.056, -1.223, -0.200)
N (3.035, -1.958, 0.809)
N (4.822, -3.149, 1.157)
H (2.439, -1.145, 0.362)
H (2.617, -2.233, 1.667)
H (5.857, -3.386, 1.103)
H (4.233, -3.806, 1.695)
C (0.376, 0.899, -3.609)
O (-0.303, 1.940, -4.190)
N (1.362, 1.099, -2.825)
N (0.096, -0.367, -3.578)
H (1.738, 2.012, -2.606)
H (1.830, 0.356, -2.247)
H (-0.576, -0.752, -4.255)
H (0.761, -1.052, -3.223)
C (-0.197, 0.106, -0.069)
O (1.165, -0.204, -0.088)
N (-0.700, 0.663, 1.003)
N (-1.067, 0.030, -1.044)
H (-0.108, 0.608, 1.850)
H (-1.707, 0.703, 1.185)
H (-0.693, -0.077, -2.028)
H (-1.995, 0.429, -0.895)
C (1.416, 1.697, 3.878)
O (0.831, 0.651, 3.121)
N (2.027, 1.504, 5.013)
N (1.466, 2.931, 3.498)
H (1.833, 0.641, 5.552)
H (2.348, 2.320, 5.567)
H (0.950, 3.119, 2.598)
H (1.888, 3.657, 4.055)
C (-2.294, -3.175, -1.254)
C (-0.899, -3.631, -1.344)
C (-0.507, -3.795, -2.791)
O (-0.046, -2.882, -0.812)
H (-2.474, -2.268, -1.869)
H (-2.465, -2.963, -0.217)
H (-2.929, -3.983, -1.528)
H (-0.683, -4.503, -0.720)
H (-0.734, -3.000, -3.505)
H (-1.080, -4.663, -3.116)
H (0.569, -4.047, -2.926)
H (-0.344, -2.003, -0.920)
C (-0.342, -2.300, 2.772)
C (-1.162, -3.550, 2.890)
C (-2.665, -3.379, 3.180)
O (-1.045, -4.284, 1.891)
H (-0.375, -1.884, 1.773)
H (0.691, -2.591, 3.004)
H (-0.712, -1.564, 3.477)
H (-0.729, -4.053, 3.732)
H (-3.238, -2.918, 2.399)
H (-2.773, -2.679, 3.952)
H (-3.146, -4.361, 3.485)
H (-0.113, -4.517, 1.723)
C (0.890, 5.256, 0.565)
C (-0.008, 4.080, 0.349)
C (0.165, 3.466, -1.072)
O (0.119, 3.192, 1.176)
H (0.722, 6.118, -0.108)
H (1.941, 4.933, 0.501)
H (0.692, 5.606, 1.530)
H (-1.042, 4.341, 0.314)
H (1.175, 2.963, -1.131)
H (0.164, 4.182, -1.882)
H (-0.580, 2.650, -1.198)
H (-0.400, 2.364, 1.074)
C (-3.611, 0.304, -2.662)
C (-4.357, 0.744, -3.946)
C (-3.617, 1.889, -4.741)
O (-4.478, -0.237, -4.733)
H (-4.347, -0.081, -1.944)
H (-3.133, 1.153, -2.172)
H (-2.849, -0.415, -2.824)
H (-5.356, 1.180, -3.771)
H (-3.990, 2.025, -5.790)
H (-2.595, 1.582, -4.710)
H (-3.584, 2.825, -4.180)
H (-5.379, -0.439, -4.767)
C (-4.519, -0.847, 0.831)
C (-4.056, 0.555, 1.206)
C (-3.365, 0.500, 2.550)
O (-3.342, 1.105, 0.380)
H (-4.795, -1.449, 1.659)
H (-3.707, -1.382, 0.307)
H (-5.374, -0.746, 0.107)
H (-4.961, 1.138, 1.244)
H (-2.894, 1.475, 2.787)
H (-2.520, -0.177, 2.508)
H (-4.122, 0.245, 3.273)
H (-3.383, 2.053, 0.437)
C (5.961, 1.405, 1.582)
C (4.623, 2.239, 1.692)
C (3.366, 1.580, 1.073)
O (4.376, 2.607, 2.869)
H (6.214, 1.221, 0.558)
H (5.931, 0.382, 2.052)
H (6.834, 1.962, 1.971)
H (4.807, 3.155, 1.104)
H (3.588, 1.216, 0.070)
H (2.510, 2.227, 1.053)
H (3.119, 0.629, 1.625)
H (3.395, 2.792, 2.904)

Properties
- SMILES: NC(N)=O.NC(N)=O.NC(N)=O.NC(N)=O.CC(C)O.CC(C)O.CC(C)O.CC(C)O.CC(C)O.CC(C)O.CO
- Relative energy (zero: lowest compared OMol25 entry of this formula, charge and spin): 215.84 kcal per mole
- Total energy: -2182.5546 Eh